No. 1
DFT (wB97M-V/def2-TZVPD) results for a 2-piece molecular cluster, C9H20N2Si overall in a non-equilibrium geometry.

Last column: Löwdin charge in e.
Geometry (Å):
C -1.51311 -3.50916 -0.32286  -0.440
C 0.11854 1.98529 1.00336  -0.075
C -1.98595 1.42958 -0.01611  -0.055
C -1.59920 0.53097 2.14556  -0.091
C 1.11203 0.92600 -2.06867  -0.176
C 1.56760 -2.03540 -1.40274  -0.204
C 2.83888 0.35522 0.43400  -0.188
C -0.31874 -0.34220 0.37257  -0.071
C -0.86593 0.87345 0.90218  -0.758
N -0.59479 -4.17801 -0.05877  0.213
N -2.41091 -2.65205 -0.33103  0.179
Si 1.40511 -0.33810 -0.58962  0.596
H 0.40671 2.40982 0.15390  0.019
H -0.16435 2.81701 1.61532  0.095
H 0.98435 1.48993 1.48618  0.063
H -2.66162 2.03163 0.57313  0.059
H -1.43636 2.06470 -0.80097  0.098
H -2.68433 0.62120 -0.46751  0.108
H -0.98313 0.24798 3.05408  0.101
H -2.33757 -0.30862 1.92626  0.097
H -2.21120 1.46824 2.47504  0.108
H 0.08729 1.07778 -2.33065  -0.001
H 1.44592 1.85258 -1.68864  -0.020
H 1.69705 0.59636 -3.02439  0.062
H 2.18017 -1.75987 -2.32471  0.039
H 2.30967 -2.64307 -0.93647  0.004
H 0.69192 -2.57262 -1.76032  0.006
H 3.68422 -0.31488 0.41348  0.010
H 3.15821 1.24565 -0.13922  0.034
H 2.61682 0.60056 1.53989  0.058
H -1.09621 -1.08039 0.44193  0.005
H -3.44106 -2.88957 -0.27421  0.121

Cartesian forces (eV/Å) of the 2 atoms listed first:
-1.17 0.13 0.57
0.78 -1.97 4.79

Its HOMO energy (alpha / beta) is -9.69 / -7.30 eV. The value obtained for the gap between HOMO and LUMO (alpha / beta) is 10.133 / 4.657 eV. The total energy comes out at -753.7389 Ha. The calculation puts the largest force on an atom at 0.1018 hartree/bohr. Its multiplicity is 1.

***

No. 2
DFT (wB97M-V/def2-TZVPD) results for a 2-piece molecular cluster, C9H20N3 overall in a non-equilibrium geometry.

Last column: Löwdin charge in e.
Geometry (Å):
C -1.40479 0.69357 -0.31502  -0.060
C 2.25906 1.68134 0.59945  -0.117
C 2.37363 0.79849 -0.70934  -0.085
C 1.27947 0.85418 1.50802  -0.216
C 1.53196 -0.54794 -0.34821  -0.527
C 2.45977 -1.75411 0.22957  0.040
C 0.68602 -1.03580 -1.45419  -0.070
C -2.10999 -1.19110 0.78612  -0.123
C -3.87414 0.23538 -0.01189  0.032
N 0.71443 -0.18084 0.76563  0.067
N -1.39267 1.81690 -1.02874  0.170
N -2.38858 -0.02886 0.14882  -0.178
H 3.28259 1.53418 1.01325  0.120
H 1.73194 2.61930 0.51677  0.097
H 1.75551 1.12978 -1.66728  0.123
H 3.45144 0.71432 -1.08800  0.130
H 1.82787 0.24966 2.30846  0.161
H 0.52089 1.38807 2.03989  0.113
H 3.17622 -2.06408 -0.42130  0.049
H 1.85475 -2.64866 0.52740  0.107
H 2.86025 -1.35939 1.14262  0.067
H 1.15884 -1.43110 -2.30588  0.086
H -0.10590 -0.42661 -1.88769  0.072
H 0.11676 -1.87903 -1.17267  0.074
H -2.71883 -1.19629 1.74158  0.119
H -2.42418 -2.17548 0.43467  0.107
H -0.98550 -1.13246 1.06088  0.103
H -4.44452 -0.73399 -0.07780  0.122
H -4.32547 0.54579 0.97997  0.120
H -4.07491 1.02560 -0.63161  0.046
H -0.54953 2.10831 -1.51657  0.115
H -2.24242 2.39086 -1.16687  0.136

Cartesian forces (eV/Å) of the 2 atoms listed first:
0.42 0.00 -0.10
0.00 -2.67 -0.09

Its net charge is +1. Its HOMO energy (alpha / beta) is -13.12 / -12.68 eV. The value obtained for the gap between HOMO and LUMO (alpha / beta) is 8.966 / 7.542 eV. The total energy comes out at -518.7525 Ha. The calculation puts the largest force on an atom at 0.1265 hartree/bohr. Its multiplicity is 1.

***

No. 3
DFT (wB97M-V/def2-TZVPD) results for C9H20N4O7Ti as an isolated structure in a non-equilibrium geometry.

Last column: Löwdin spin population.
Geometry (Å):
Ti -1.13113 -0.09459 0.26139  2.527
C -2.59315 2.05204 1.09422  0.034
O -2.66154 0.95643 1.66304  0.334
O -3.37929 2.92587 1.41968  0.518
O -1.65068 2.11828 0.21033  0.249
O 0.68947 0.13511 -2.23646  0.025
C 0.86979 1.27755 -2.57054  0.008
N 0.54374 2.27987 -1.77775  0.016
C 1.46155 1.61511 -3.86020  0.001
H 0.82835 3.16846 -2.16440  0.001
H -0.04108 2.14987 -0.96461  0.013
H 0.78634 1.96692 -4.64022  0.000
H 2.09601 0.78355 -4.16692  0.000
H 2.20639 2.34956 -3.55379  0.000
O 0.97641 -0.84619 1.07530  0.039
C 2.17853 -0.71155 1.01442  0.017
N 2.67482 -0.34049 -0.15631  0.005
C 3.10520 -0.80577 2.31060  0.002
H 2.09843 -0.12243 -0.95651  0.001
H 3.62602 -0.06342 -0.35269  0.000
H 3.26908 0.12765 2.84909  0.001
H 4.06470 -1.31294 2.20950  0.000
H 2.47007 -1.09390 3.14827  0.000
O 0.15785 -0.83303 5.11320  0.004
C -0.50049 -0.20756 4.33675  0.003
N -1.47002 -0.69513 3.59343  0.022
C -0.27575 1.35754 4.32778  0.001
H -1.92673 -0.10894 2.90940  0.011
H -1.62550 -1.69244 3.55729  0.005
H 0.00066 1.79084 5.28900  0.000
H -1.13767 1.87391 3.90522  0.000
H 0.59092 1.55452 3.69676  0.001
O -1.72947 -1.54721 -1.35621  0.061
C -1.86936 -2.00914 -2.51154  0.055
N -2.19480 -1.15881 -3.50647  0.026
C -1.53017 -3.51046 -2.81348  0.005
H -2.09110 -1.54131 -4.43547  0.001
H -2.58628 -0.24692 -3.31859  0.007
H -2.05422 -3.79940 -3.72451  0.001
H -1.75581 -4.00559 -1.86900  0.001
H -0.49004 -3.73571 -3.04907  0.002

Cartesian forces (eV/Å) of the 2 atoms listed first:
0.23 -0.77 -0.71
3.38 -0.92 -2.29

Its HOMO energy (alpha / beta) is -4.31 / -8.88 eV. The value obtained for the gap between HOMO and LUMO (alpha / beta) is 4.599 / 6.421 eV. The total energy comes out at -1950.0698 Ha. The calculation puts the largest force on an atom at 0.0815 hartree/bohr. Its expectation value of S² is 6.0106. Its multiplicity is 5.

***

Q: Which ΔE to the lowest compared entry with this formula, charge and spin values were calculated for the entries above? A: 236.6; 477.4; 0.0, in kJ/mol.